Entry 1
{"formula": "C5H13NOS", "method": "wB97M-V/def2-TZVPD", "lumo_energy_ev": 0.61, "homo_energy_ha": -0.33403, "multiplicity": 1, "homo_lumo_gap_ev": 9.701, "smiles": "CC(N)=O.CCSC", "elements": ["C", "C", "N", "O", "H", "H", "H", "H", "H", "C", "C", "S", "C", "H", "H", "H", "H", "H", "H", "H", "H"], "xyz": [[-2.08828, -1.92460, 0.84865], [-1.98863, -0.72385, 1.78330], [-0.95388, 0.07642, 1.45380], [-2.73486, -0.52061, 2.83782], [-1.26850, -2.62790, 0.89011], [-2.23947, -1.65952, -0.21928], [-3.00409, -2.46214, 0.92634], [-0.74062, 0.96177, 1.91414], [-0.29415, -0.01006, 0.64612], [1.04133, -0.57992, -1.60861], [1.84307, -0.06104, -0.39765], [2.61293, 1.63444, -0.46401], [1.04277, 2.67674, -0.69758], [0.41291, 0.24447, -2.18480], [0.44579, -1.40611, -1.31723], [1.80657, -1.18346, -2.28941], [1.27777, -0.21303, 0.44821], [2.81381, -0.67098, -0.30375], [0.64904, 2.46796, -1.73054], [0.19028, 2.34516, -0.12769], [1.17622, 3.63627, -0.40791]]}



Entry 2
{"formula": "C5H13NOS", "method": "wB97M-V/def2-TZVPD", "lumo_energy_ev": 0.90, "homo_energy_ha": -0.32975, "multiplicity": 1, "homo_lumo_gap_ev": 9.871, "elements": ["C", "C", "C", "C", "C", "N", "O", "S", "H", "H", "H", "H", "H", "H", "H", "H", "H", "H", "H", "H", "H"], "xyz": [[2.47148, -1.51963, -0.52669], [2.23818, 0.18205, 1.14112], [-1.45907, 1.31853, -0.47968], [-3.67236, 0.11554, 0.47080], [2.07836, -0.06886, -0.28163], [1.64013, 0.76697, -1.11646], [-1.26636, -1.29609, 0.08041], [-2.12622, -0.36515, -0.68041], [1.41000, -2.06123, -0.42057], [2.71888, -1.56940, -1.53010], [3.15327, -1.85845, 0.19037], [3.18481, -0.10939, 1.37227], [1.66393, -0.52081, 1.70849], [1.94974, 1.18442, 1.32361], [-0.48215, 1.54100, -0.78060], [-2.20229, 2.07937, -0.89473], [-1.28348, 1.49270, 0.53867], [-3.74414, -0.78671, 1.09730], [-3.33921, 0.91641, 1.09608], [-4.50728, 0.13140, -0.17223], [1.57379, 0.42730, -2.13602]]}



Computed energies relative to the best structure, in hartree: entry 1 0.0000; entry 2 0.0443



Entry 1
{"formula": "C7H16O2", "method": "wB97M-V/def2-TZVPD", "lumo_energy_ev": 0.86, "homo_energy_ha": -0.32918, "multiplicity": 1, "homo_lumo_gap_ev": 9.815, "smiles": "C/C=C(\\C)CCCO.O", "elements": ["C", "C", "C", "C", "C", "C", "C", "O", "H", "H", "H", "H", "H", "H", "H", "H", "H", "H", "H", "H", "H", "H", "O", "H", "H"], "xyz": [[-1.41172, -2.16960, -1.19048], [-1.12459, -0.78690, -0.72834], [-1.25668, -0.38270, 0.53184], [-1.68756, -1.29701, 1.64683], [-0.94225, 1.04290, 0.93291], [0.43809, 1.18693, 1.60683], [1.62626, 0.77780, 0.75252], [1.83505, 1.65516, -0.36835], [-0.96931, -2.37896, -2.16684], [-1.04312, -2.95316, -0.52409], [-2.48474, -2.35000, -1.32307], [-0.80199, -0.08934, -1.49073], [-2.56930, -1.87147, 1.35531], [-0.90924, -2.03873, 1.85409], [-1.88913, -0.75577, 2.56915], [-1.68870, 1.40318, 1.64288], [-1.00909, 1.70136, 0.05897], [0.59308, 2.22378, 1.92262], [0.42238, 0.60497, 2.53301], [2.55347, 0.85695, 1.31897], [1.48990, -0.23711, 0.37236], [1.02381, 2.09567, -0.58283], [1.80555, 0.06754, -2.70944], [1.85774, 0.64383, -1.91107], [2.49991, -0.60187, -2.63659]]}



Entry 2
{"formula": "C7H16O2", "method": "wB97M-V/def2-TZVPD", "lumo_energy_ev": 0.77, "homo_energy_ha": -0.34680, "multiplicity": 1, "homo_lumo_gap_ev": 10.206, "smiles": "C=C(C)C.C=CCO.O", "elements": ["C", "C", "C", "C", "H", "H", "H", "H", "H", "H", "H", "H", "C", "C", "C", "O", "H", "H", "H", "H", "H", "H", "O", "H", "H"], "xyz": [[-1.21598, -1.34289, -0.87346], [-1.38233, -1.16363, 0.46078], [-2.73903, -1.02588, 1.07319], [-0.22130, -1.00082, 1.38578], [-2.05353, -1.64719, -1.48557], [-0.24182, -1.60043, -1.26361], [-2.86652, -1.79069, 1.84302], [-2.84611, -0.05232, 1.54828], [-3.52828, -1.14429, 0.33727], [-0.24227, -1.79524, 2.13085], [0.72505, -1.05257, 0.84967], [-0.28498, -0.04408, 1.90532], [2.21233, -0.06691, -1.61824], [2.64899, 0.40262, -0.46193], [2.25411, 1.73163, 0.12455], [1.29001, 2.43835, -0.60528], [2.51547, -1.03043, -1.99874], [1.51790, 0.50422, -2.21707], [3.34097, -0.16983, 0.14718], [1.93220, 1.57668, 1.16752], [3.14899, 2.36622, 0.16221], [0.40855, 2.04060, -0.45239], [-1.29115, 1.39970, -0.39917], [-1.76839, 2.06405, -0.90380], [-1.31288, 0.40314, -0.85638]]}



Computed energies relative to the best structure, in hartree: entry 1 0.0000; entry 2 0.0478



Entry 1
{"formula": "C7H16O2", "method": "wB97M-V/def2-TZVPD", "lumo_energy_ev": 0.70, "homo_energy_ha": -0.37717, "multiplicity": 1, "homo_lumo_gap_ev": 10.966, "smiles": "CCC(C)(C)C(C)(O)O", "elements": ["C", "C", "C", "C", "C", "C", "C", "O", "O", "H", "H", "H", "H", "H", "H", "H", "H", "H", "H", "H", "H", "H", "H", "H", "H"], "xyz": [[-0.63776, -1.88280, 1.74071], [0.23033, -1.23297, 0.66679], [-0.38793, 0.00107, -0.06185], [-1.58849, -0.47962, -0.91945], [-0.92818, 1.02410, 0.95985], [0.68113, 0.67068, -1.00453], [1.86535, 1.31512, -0.27439], [0.05671, 1.68793, -1.77397], [1.15600, -0.29786, -1.92894], [-0.72058, -1.23904, 2.62192], [-0.18038, -2.82314, 2.06657], [-1.64335, -2.11368, 1.38177], [1.17347, -0.95296, 1.14800], [0.48187, -2.00176, -0.07500], [-2.03042, 0.34314, -1.49207], [-2.39107, -0.89429, -0.30120], [-1.28571, -1.25606, -1.63056], [-0.16612, 1.29356, 1.69837], [-1.78822, 0.62722, 1.51080], [-1.26342, 1.94357, 0.46782], [2.45073, 0.58641, 0.29223], [1.54421, 2.12234, 0.39080], [2.55370, 1.77072, -0.99727], [0.70798, 1.96315, -2.43761], [2.11014, -0.17483, -2.04879]]}



Entry 2
{"formula": "C7H16O2", "method": "wB97M-V/def2-TZVPD", "lumo_energy_ev": 0.64, "homo_energy_ha": -0.37079, "multiplicity": 1, "homo_lumo_gap_ev": 10.726, "smiles": "CC(=O)O.CCCCC", "elements": ["C", "C", "O", "O", "H", "H", "H", "H", "C", "C", "C", "C", "C", "H", "H", "H", "H", "H", "H", "H", "H", "H", "H", "H", "H"], "xyz": [[1.69093, 1.31025, -1.54832], [0.41674, 1.99043, -1.16011], [0.26062, 2.63401, -0.17906], [-0.45205, 1.89755, -2.15288], [2.05677, 1.03746, -0.45911], [1.43937, 0.27064, -2.09118], [2.21254, 2.13179, -2.37336], [-1.38196, 2.26780, -1.84698], [-2.43898, 0.56484, 0.58274], [-1.34717, -0.24422, -0.23795], [-0.21061, -0.34990, 0.75647], [0.49826, -1.80326, 0.55320], [1.54413, -2.12129, 1.60532], [-2.25111, 0.20265, 1.84775], [-2.17887, 1.61048, 0.22797], [-3.61022, 0.46176, 0.32087], [-0.98049, 0.46554, -1.13805], [-1.58408, -1.29226, -0.67440], [0.91442, 0.27381, 0.57876], [-0.60737, -0.48289, 1.71012], [0.73854, -1.87223, -0.52952], [-0.38718, -2.60603, 0.64506], [1.14047, -2.12706, 2.71878], [2.12412, -2.96859, 1.42893], [2.39318, -1.25128, 1.41495]]}



Computed energies relative to the best structure, in hartree: entry 1 0.0000; entry 2 0.1850



Entry 1
{"formula": "C5H7NOS", "method": "wB97M-V/def2-TZVPD", "lumo_energy_ev": -0.05, "homo_energy_ha": -0.29799, "multiplicity": 1, "homo_lumo_gap_ev": 8.064, "elements": ["C", "C", "C", "C", "C", "N", "O", "S", "H", "H", "H", "H", "H", "H", "H"], "xyz": [[-0.77747, 0.04268, 2.15806], [-1.18009, 0.19364, 0.88755], [0.60855, 0.31911, 2.55345], [-0.43960, 0.41301, -0.36731], [0.88207, -0.62647, -2.06122], [1.29902, 1.23160, 1.97040], [0.41675, -0.56304, -0.78277], [0.89031, 2.05682, 0.60185], [-1.44564, -0.12803, 2.99940], [-2.34313, 0.12356, 0.69008], [1.05885, -0.19625, 3.47353], [-1.03700, 1.09510, -0.97314], [1.04274, -1.64624, -2.36915], [1.83719, 0.06710, -2.28204], [0.11072, -0.10977, -2.68780]]}



Entry 2
{"formula": "C5H7NOS", "method": "wB97M-V/def2-TZVPD", "lumo_energy_ev": -1.37, "homo_energy_ha": -0.31427, "multiplicity": 1, "homo_lumo_gap_ev": 7.181, "smiles": "C/C=C\\NC(=S)C=O", "elements": ["C", "C", "C", "N", "C", "S", "C", "O", "H", "H", "H", "H", "H", "H", "H"], "xyz": [[2.34770, -1.01414, 0.05808], [1.65101, 0.28596, -0.09421], [0.35091, 0.61299, -0.14341], [-0.68915, -0.35229, -0.02362], [-2.06365, -0.18421, -0.10243], [-3.10740, -1.47858, -0.01260], [-2.51548, 1.20892, -0.01954], [-1.86082, 2.25693, 0.09394], [3.28393, -1.07645, -0.64956], [2.71109, -1.04905, 1.12392], [1.76490, -1.98759, -0.04588], [2.35426, 1.10174, -0.18298], [-0.09403, 1.64426, -0.03748], [-0.49450, -1.32204, 0.11562], [-3.63878, 1.35355, -0.07987]]}



Computed energies relative to the best structure, in hartree: entry 1 0.0706; entry 2 0.0000



Entry 1
{"formula": "C4H6N2S", "method": "wB97M-V/def2-TZVPD", "lumo_energy_ev": 0.76, "homo_energy_ha": -0.30564, "multiplicity": 1, "homo_lumo_gap_ev": 9.073, "smiles": "S/N=C1/C=CCN1", "elements": ["S", "N", "C", "C", "C", "C", "N", "H", "H", "H", "H", "H", "H"], "xyz": [[1.40643, 2.62226, -0.31076], [0.83071, 1.20034, -1.30601], [0.16831, 0.42347, -0.61168], [-0.01386, -0.93570, -0.98131], [-0.57503, -1.65777, -0.10220], [-0.61528, -0.83762, 1.17115], [-0.38584, 0.49701, 0.67082], [1.94921, 3.43629, -1.18563], [0.01426, -1.14573, -2.05733], [-0.94151, -2.64518, -0.24689], [0.38334, -1.22583, 1.88610], [-1.75088, -0.96883, 1.84285], [-0.46986, 1.23729, 1.23089]]}



Entry 2
{"formula": "C4H6N2S", "method": "wB97M-V/def2-TZVPD", "lumo_energy_ev": 0.22, "homo_energy_ha": -0.30715, "multiplicity": 1, "homo_lumo_gap_ev": 8.581, "smiles": "S=C/N=C\\N1CC1", "elements": ["S", "C", "N", "C", "N", "C", "C", "H", "H", "H", "H", "H", "H"], "xyz": [[3.14233, -0.56280, -0.31526], [2.10146, 0.54595, 0.44321], [1.28105, 1.41766, -0.12995], [0.01173, 1.27818, -0.30989], [-0.75606, 0.30919, 0.24110], [-0.51309, -1.10723, 0.20347], [-1.77566, -0.53045, -0.38130], [2.09802, 0.59637, 1.64157], [-0.46078, 2.23036, -0.71915], [-0.54268, -1.57192, 1.22440], [0.14571, -1.51489, -0.49688], [-2.76942, -0.66700, 0.03407], [-1.96260, -0.42343, -1.43539]]}



Computed energies relative to the best structure, in hartree: entry 1 0.0046; entry 2 0.0000



Entry 1
{"formula": "C4H6N2S", "method": "wB97M-V/def2-TZVPD", "lumo_energy_ev": 0.55, "homo_energy_ha": -0.30110, "multiplicity": 1, "homo_lumo_gap_ev": 8.745, "smiles": "Cc1ncc(S)[nH]1", "elements": ["C", "C", "N", "C", "C", "S", "N", "H", "H", "H", "H", "H", "H"], "xyz": [[1.48406, 1.34910, 0.50502], [0.65227, 0.29261, 0.00628], [1.14995, -0.75671, -0.55045], [0.03659, -1.66640, -0.82294], [-1.04541, -0.91763, -0.47200], [-2.77785, -1.33935, -0.33282], [-0.72440, 0.28753, 0.00353], [1.16256, 2.33206, 0.28271], [2.54048, 1.31168, 0.13701], [1.68871, 1.13379, 1.66167], [0.32204, -2.61742, -1.36690], [-3.19698, -0.42755, 0.42432], [-1.29203, 1.01829, 0.52456]]}



Entry 2
{"formula": "C4H6N2S", "method": "wB97M-V/def2-TZVPD", "lumo_energy_ev": [-0.75, -0.46], "homo_energy_ha": [-0.27558, -0.28687], "multiplicity": 1, "homo_lumo_gap_ev": [6.752, 7.341], "elements": ["C", "C", "C", "C", "N", "N", "S", "H", "H", "H", "H", "H", "H"], "xyz": [[-1.06475, -0.32159, 0.72776], [-1.17354, 0.02267, -0.63374], [0.18641, -0.66419, 1.23486], [-0.28168, -0.35059, -1.51415], [1.16297, 0.50835, 1.14432], [1.56443, 1.02781, 0.12338], [2.25887, 2.10330, -0.72511], [-1.79645, -0.05513, 1.34444], [-2.03897, 0.56844, -1.12065], [0.09631, -0.76592, 2.39233], [0.71102, -1.35883, 0.63674], [0.62619, -0.93284, -1.24592], [-0.25083, 0.21852, -2.36426]]}



Computed energies relative to the best structure, in hartree: entry 1 0.0000; entry 2 0.1632